*1*
17
Properties=species:S:1:pos:R:3 method="wB97M-V/def2-TZVPD" total_charge=0 orbital_gap_ev=9.955
C 0.437 1.743 0.370
C -0.123 -0.381 1.246
C -0.671 -1.390 0.056
C -0.073 -1.178 -1.311
C 0.032 0.643 -0.541
C -1.043 0.050 0.314
H -0.198 2.538 0.747
H 1.173 2.144 -0.266
H 1.883 0.428 0.702
H -0.096 -1.021 2.214
H -1.165 -2.200 0.452
H 1.087 -1.131 -1.471
H -0.736 -1.744 -2.201
H 1.077 0.087 -0.409
H -2.122 0.624 0.465
N 0.934 0.671 1.471
O -0.394 0.117 -1.837

---

*2*
17
Properties=species:S:1:pos:R:3 method="wB97M-V/def2-TZVPD" total_charge=0 orbital_gap_ev=7.812
C 0.450 -0.230 0.147
C -0.325 -1.173 -0.931
C -0.262 1.042 -0.385
C -1.300 1.806 0.216
C 1.848 0.018 -0.174
C 3.049 0.063 -0.024
H 0.145 -1.717 1.655
H 0.555 -0.140 2.431
H 0.112 -2.244 -0.936
H -0.635 -0.511 -1.923
H -2.848 -1.066 -1.026
H 0.001 1.270 -1.440
H -1.738 2.790 -0.025
H -1.640 1.406 1.251
H 3.984 0.484 -0.514
N 0.132 -0.560 1.575
O -1.528 -1.238 0.103

---

*3*
17
Properties=species:S:1:pos:R:3 method="wB97M-V/def2-TZVPD" total_charge=0 smiles="O=C1CCCN2C[C@H]12" orbital_gap_ev=10.026
C -1.440 -0.717 0.071
C -1.598 0.808 0.044
C -0.070 1.527 -0.261
C 1.290 0.566 -0.013
C 1.173 -1.826 -0.082
C -0.075 -1.178 0.586
H -2.464 0.972 -0.679
H -2.091 1.405 1.013
H -0.182 2.483 0.314
H -0.136 1.753 -1.177
H 1.720 0.572 1.024
H 1.969 1.207 -0.861
H 0.852 -2.779 -0.665
H 2.127 -2.128 0.263
H 0.279 -0.432 1.452
N 0.742 -0.600 -0.654
O -2.094 -1.631 -0.373

---

*3* comes first in stability; the runner-up is 329.7 kJ/mol higher.

---

*1*
17
Properties=species:S:1:pos:R:3 method="wB97M-V/def2-TZVPD" total_charge=0 orbital_gap_ev=10.046
C -0.549 -1.340 1.291
C 0.337 -0.690 0.175
C 0.391 0.895 0.474
C -0.133 -0.077 -0.982
C -1.486 0.539 -0.579
C -1.069 1.247 0.422
H -1.557 -0.957 0.954
H -0.137 -0.963 2.387
H -0.631 -2.564 1.460
H 2.195 -0.592 -0.483
H 0.888 1.521 1.291
H 0.250 1.982 -1.438
H -0.008 -0.879 -1.907
H -2.438 0.324 -0.917
H -1.611 1.613 1.229
N 0.810 1.135 -0.952
O 1.555 -1.359 -0.089

---

*2*
17
Properties=species:S:1:pos:R:3 method="wB97M-V/def2-TZVPD" total_charge=0 orbital_gap_ev=10.074
C 0.549 -1.362 -0.831
C 0.241 -0.133 0.055
C -0.626 0.042 1.289
C -0.772 1.521 0.499
C 0.718 1.934 0.448
C 1.425 0.884 -0.099
H -0.847 -2.611 -0.595
H -1.392 -1.326 -1.684
H 1.120 -2.182 -0.231
H 0.993 -0.707 -1.516
H -0.382 -0.328 2.369
H -1.683 -0.233 1.267
H -1.529 2.123 0.878
H 1.281 2.789 0.666
H 2.521 0.855 -0.330
N -0.754 -1.992 -1.485
O -0.864 0.727 -0.700

---

*3*
17
Properties=species:S:1:pos:R:3 method="wB97M-V/def2-TZVPD" total_charge=0 smiles="O=C(C1CC1)N1CC1" orbital_gap_ev=10.243
C -0.026 0.482 -0.222
C -0.948 -0.662 0.101
C -2.269 -0.400 -0.750
C -2.106 -0.066 0.793
C 2.547 0.200 -0.005
C 1.837 -0.959 0.422
H -0.607 -1.767 0.166
H -2.864 -1.157 -1.176
H -2.400 0.602 -1.274
H -2.577 -0.696 1.377
H -2.361 1.140 1.035
H 3.137 -0.074 -0.851
H 2.479 1.123 0.590
H 1.129 -0.992 1.215
H 2.134 -1.885 -0.070
N 1.175 -0.131 -0.550
O -0.063 1.631 0.101

---

*3* comes first in stability; the runner-up is 88.3 kJ/mol higher.

---

*1*
17
Properties=species:S:1:pos:R:3 method="wB97M-V/def2-TZVPD" total_charge=0 smiles="C=C[C@](C)(C#N)CO" orbital_gap_ev=10.734
C 0.513 -0.223 1.417
C 0.203 0.212 -0.042
C 1.395 -0.055 -0.891
C -1.002 -0.764 -0.518
C -2.264 -0.520 -0.276
C -0.563 1.502 -0.156
H -0.408 -0.342 1.977
H 1.098 0.496 1.952
H 1.061 -1.173 1.333
H 1.644 -1.141 -0.876
H 1.300 0.255 -1.957
H 2.314 1.423 -0.149
H -0.717 -1.668 -1.012
H -3.021 -1.366 -0.242
H -2.819 0.401 -0.193
N -1.200 2.456 -0.088
O 2.468 0.508 -0.280

---

*2*
17
Properties=species:S:1:pos:R:3 method="wB97M-V/def2-TZVPD" total_charge=0 orbital_gap_ev=7.462
C 0.118 0.581 0.325
C 1.698 0.264 0.546
C 1.472 -1.105 -0.123
C 0.139 -0.815 0.104
C -1.860 -0.185 -0.031
C -1.210 0.599 0.978
H -0.945 2.575 -0.935
H 2.000 1.977 -1.122
H 2.024 0.365 1.685
H 2.258 1.252 -0.201
H 1.975 -2.061 0.212
H 1.781 -0.702 -1.209
H 0.096 -1.499 0.986
H -2.964 -0.287 -0.198
H -1.657 1.449 1.595
N 0.239 1.390 -0.899
O -1.047 -1.103 -0.664

---

*3*
17
Properties=species:S:1:pos:R:3 method="wB97M-V/def2-TZVPD" total_charge=0 smiles="CC(C)Nc1cc1=O" orbital_gap_ev=9.668
C -0.087 1.627 2.399
C -0.384 0.643 1.465
C 0.764 0.476 2.271
C 0.271 -1.553 -0.300
C 0.317 0.412 -1.891
C -0.542 -0.444 -1.018
N -1.173 0.458 -0.042
O 1.742 -0.124 2.561
H -0.618 2.468 2.850
H 1.158 -1.021 0.122
H -0.254 -1.953 0.484
H 0.427 -2.439 -1.098
H 0.037 1.472 -2.037
H 0.444 0.073 -2.914
H 1.393 0.325 -1.427
H -1.371 -0.866 -1.715
H -2.124 0.446 0.290

---

*1* comes first in stability; the runner-up is 236.4 kJ/mol higher.

---

*1*
17
Properties=species:S:1:pos:R:3 method="wB97M-V/def2-TZVPD" total_charge=0 smiles=c1ccncc1.CO orbital_gap_ev=10.652
C -3.290 0.174 0.168
C 0.321 -0.550 0.300
C 0.655 0.837 0.156
C 1.990 1.181 -0.093
C 2.946 0.104 -0.243
C 2.457 -1.162 -0.080
H -1.562 -0.527 -0.515
H -4.301 0.171 -0.215
H -3.353 -0.256 1.212
H -2.999 1.242 0.148
H -0.615 -0.954 0.594
H -0.134 1.549 -0.004
H 2.294 2.150 -0.286
H 3.984 0.302 -0.504
H 2.986 -2.026 -0.202
N 1.188 -1.522 0.195
O -2.568 -0.713 -0.631

---

*2*
17
Properties=species:S:1:pos:R:3 method="wB97M-V/def2-TZVPD" total_charge=0 orbital_gap_ev=5.559
C 1.178 -2.058 0.729
C -0.219 -1.765 1.068
N -1.197 -1.338 0.026
C -0.580 -0.763 -1.075
C 0.857 -0.622 0.866
C 0.654 1.522 -0.306
C 0.231 0.167 -0.279
H 1.435 -3.023 0.448
H -0.694 -1.967 2.049
H 0.056 -1.480 -1.644
H 1.608 0.057 1.383
H 1.100 2.041 0.619
H -0.568 1.293 -0.037
H -1.213 -0.289 -1.833
H -2.007 3.305 -0.188
H 0.735 2.193 -1.134
O -1.376 2.727 -0.690

---

*3*
17
Properties=species:S:1:pos:R:3 method="wB97M-V/def2-TZVPD" total_charge=0 orbital_gap_ev=9.015
C 0.164 -0.848 0.256
C -0.714 0.475 0.263
N -0.080 -1.621 -0.887
C 0.887 1.564 -1.257
C -0.382 1.397 -0.793
C 0.572 -1.401 1.412
C -1.638 0.656 1.199
O 1.920 0.827 -0.878
H 1.500 0.011 -0.193
H -0.199 -1.069 -1.727
H 0.561 -2.389 -1.020
H 1.081 2.177 -2.133
H -1.183 1.974 -1.234
H 0.852 -2.443 1.471
H 0.673 -0.810 2.305
H -2.157 1.597 1.279
H -1.856 -0.098 1.938

---

*1* comes first in stability; the runner-up is 82.0 kJ/mol higher.